An isolated molecule of C6H8, computed with wB97M-V/def2-TZVPD.

Output
Electronic energy   -233.32538 Ha
Highest occupied orbital energy   -0.3401 hartree
Lowest unoccupied orbital energy   1.1 eV
Total charge   0
ΔE to the lowest compared entry with this formula, charge and spin   1.677 eV
Structure (SMILES)   C=C=CC1CC1

Geometry (Å):
C 1.370322 -0.920300 -0.872352
H 2.083368 -0.429077 -0.215573
C -0.439182 -0.578859 0.971570
H 0.297019 0.992691 -1.251430
H -0.339616 -1.294068 1.788508
C -1.120412 1.873142 1.536698
C -0.056963 -1.037032 -0.396392
C -0.858124 0.627204 1.250340
C 0.296926 -0.068798 -1.485876
H -0.279059 2.517611 1.776441
H -0.578684 -1.937335 -0.713965
H -2.118888 2.302286 1.557352
H -0.036230 -0.305278 -2.492166
H 1.779524 -1.742186 -1.453157

Forces on the atoms, in the same order (eV/Å):
0.187 -0.093 0.025
-0.160 -0.087 -0.067
-0.032 0.187 0.029
-0.035 -0.206 0.030
-0.081 0.064 -0.128
0.090 -0.104 -0.010
-0.117 -0.099 -0.010
0.168 0.030 0.008
-0.110 0.117 -0.110
-0.152 0.089 -0.005
0.099 0.102 0.016
0.137 -0.182 -0.021
0.070 0.036 0.161
-0.063 0.144 0.085